DFT (ωB97M-V with the def2-TZVPD basis set) results for a molecular structure, C36H38BaN6O5PS in a non-equilibrium geometry.

Results
LUMO   0.0794 Ha
Maximum force   1.232 eV Å⁻¹
HOMO   -4.461 eV
HOMO-LUMO gap   6.62 eV
Relative energy (zero: lowest compared OMol25 entry of this formula, charge and spin)   16.4 kJ/mol

The geometry in ORCA input format:
```
! RIJCOSX wB97M-V def2-TZVPD def2/J DEFGRID3
* xyz -1 1
Ba -1.523 0.697 -0.560
C -3.393 2.722 1.689
N -1.935 2.763 1.695
C -1.261 2.546 2.978
C -0.412 1.309 3.060
N 0.702 1.137 2.405
C 1.130 -0.139 2.757
C 2.238 -0.875 2.339
C 2.365 -2.173 2.802
C 1.414 -2.745 3.656
C 0.317 -2.025 4.094
C 0.212 -0.715 3.647
N -0.726 0.265 3.887
C -4.055 1.435 1.284
N -4.184 1.031 0.045
C -4.882 -0.166 0.110
C -5.215 -1.066 -0.902
C -5.808 -2.255 -0.527
C -6.080 -2.548 0.819
C -5.776 -1.658 1.830
C -5.172 -0.468 1.448
N -4.676 0.605 2.170
H -3.736 3.468 0.969
H -3.820 2.995 2.664
H -1.649 3.650 1.291
H -1.984 2.533 3.800
H -0.596 3.393 3.157
H 2.960 -0.457 1.650
H 3.206 -2.772 2.472
H 1.531 -3.776 3.967
H -0.442 -2.467 4.728
H -1.677 0.028 4.127
H -4.971 -0.858 -1.936
H -6.041 -2.998 -1.279
H -6.506 -3.511 1.068
H -5.929 -1.907 2.872
H -4.473 0.573 3.155
O -3.344 -4.901 2.192
C -2.921 -3.892 1.675
C -2.482 -3.732 0.237
O -2.546 -4.585 -0.626
C -2.003 -2.341 0.070
C -2.116 -1.682 1.329
O -1.815 -0.474 1.613
C -2.719 -2.559 2.319
O -3.024 -2.224 3.466
O -1.602 -1.849 -1.033
C 3.221 0.361 -4.393
C 1.929 0.692 -3.643
C 1.328 2.002 -4.164
C 0.926 -0.438 -3.917
P 2.075 0.782 -1.768
C 2.947 -0.780 -1.390
C 2.126 -1.858 -1.048
C 2.665 -3.109 -0.773
C 4.038 -3.293 -0.809
C 4.869 -2.229 -1.137
C 4.327 -0.987 -1.436
C 3.160 2.224 -1.251
C 2.233 3.453 -1.221
C 4.389 2.552 -2.100
C 3.586 1.960 0.200
H 3.004 0.269 -5.463
H 3.640 -0.588 -4.056
H 3.981 1.134 -4.275
H 1.055 1.879 -5.217
H 2.034 2.831 -4.103
H 0.426 2.279 -3.610
H 0.733 -0.499 -4.993
H -0.031 -0.263 -3.420
H 1.300 -1.407 -3.587
H 1.049 -1.731 -0.995
H 2.003 -3.925 -0.512
H 4.464 -4.263 -0.579
H 5.943 -2.369 -1.167
H 4.988 -0.174 -1.708
H 1.797 3.683 -2.193
H 2.803 4.327 -0.891
H 1.411 3.306 -0.518
H 4.114 2.865 -3.107
H 5.086 1.717 -2.180
H 4.927 3.386 -1.635
H 2.715 1.744 0.823
H 4.059 2.863 0.599
H 4.297 1.138 0.286
S -1.338 5.655 -0.358
C -1.405 4.262 -1.214
N -1.455 3.217 -1.748
*
```

=====

DFT (ωB97M-V with the def2-TZVPD basis set) results for a molecular structure, C36H38Br2N4O5SiZn in a non-equilibrium geometry.

Results
LUMO   0.1395 Ha
Maximum force   6.498 eV Å⁻¹
HOMO   1.065 eV
HOMO-LUMO gap   2.73 eV
Relative energy (zero: lowest compared OMol25 entry of this formula, charge and spin)   682.4 kJ/mol

The geometry in ORCA input format:
```
! RIJCOSX wB97M-V def2-TZVPD def2/J DEFGRID3
* xyz -2 1
Zn 0.834 -0.004 -1.103
C -2.112 0.568 5.659
O -1.421 -0.349 4.801
C -0.083 -0.502 4.932
C 0.685 -0.125 6.050
C 2.066 -0.314 6.039
C 2.699 -0.887 4.947
C 1.979 -1.359 3.868
C 0.573 -1.139 3.796
N -0.182 -1.564 2.710
C 0.280 -1.384 1.377
N 0.499 -2.537 0.688
C 1.169 -2.728 -0.542
C 1.080 -1.836 -1.635
C 1.935 -2.141 -2.866
C 2.673 -3.370 -2.882
C 2.534 -4.301 -1.851
C 1.919 -3.963 -0.637
O 1.974 -4.669 0.535
C 3.046 -5.552 0.849
N 0.528 -0.199 0.887
C -0.322 0.983 0.899
C -1.830 0.580 1.082
C -2.883 1.405 0.999
C -2.714 2.888 0.769
C -0.885 4.051 0.730
C 0.280 3.445 1.533
O 1.515 3.992 1.643
C 1.666 5.230 2.386
H -3.140 0.719 5.289
H -1.600 1.551 5.683
H -2.199 0.167 6.687
H 0.196 0.245 6.936
H 2.626 -0.015 6.910
H 3.777 -1.023 4.963
H 2.460 -1.907 3.066
H -1.196 -1.667 2.935
H 0.452 -3.386 1.260
H 2.411 -0.725 -4.167
H 3.415 -3.502 -3.650
H 2.883 -5.302 -1.953
H 2.856 -5.938 1.863
H 4.015 -5.049 0.811
H 3.095 -6.413 0.163
H -1.998 -0.491 1.226
H -3.904 1.115 1.185
H -3.663 3.406 0.583
H -0.716 5.106 0.540
H 2.713 5.546 2.294
H 1.429 5.059 3.447
H 1.014 6.033 2.012
Br -2.828 2.017 -4.880
C -2.225 2.542 -3.189
C -2.711 3.741 -2.653
C -2.370 4.123 -1.376
Br -3.071 5.817 -0.854
C -1.673 3.320 -0.417
C -1.862 3.632 1.844
C -0.864 2.847 2.607
C 0.105 2.019 1.917
N -0.053 1.535 -0.499
C -0.967 2.170 -1.128
C -1.388 1.741 -2.427
O -1.039 0.427 -2.740
H -3.390 4.323 -3.258
H -2.380 4.438 2.369
H -0.782 2.880 3.689
H 0.941 1.674 2.527
C -2.177 -1.238 -4.614
Si -0.480 -0.687 -3.984
C 0.289 -1.701 -5.665
C 0.479 0.694 -5.017
H -2.344 -0.701 -5.557
H -3.000 -0.971 -3.942
H -2.216 -2.311 -4.839
H -0.101 -1.173 -6.539
H -0.043 -2.759 -5.625
H 1.392 -1.689 -5.745
H -0.215 0.952 -5.846
H 1.416 0.382 -5.523
H 0.606 1.611 -4.435
C -0.464 -3.340 -2.945
C 0.380 -2.082 -2.955
O 2.704 -1.013 -3.278
H 0.151 -4.246 -2.821
H -1.072 -3.449 -3.835
H -1.174 -3.270 -2.112
*
```